Below is 2 unconnected molecules or ions with the total composition C5H10NO5P at a distorted geometry, with properties calculated with ωB97M-V/def2-TZVPD.

Values from the calculation:
Max |F| in eV Å⁻¹: 4.150
Total charge: -2
E in eV: -26363.7090
Energy relative to the best compared isomer or geometry (same formula, charge and spin) in eV: 1.012
LUMO energy in eV: 6.310
Frontier orbital gap in hartree: 0.223

Geometry as XYZ:
```
22
Properties=species:S:1:pos:R:3:lowdin_charge:R:1
H 2.339 -0.404 0.250 0.06
C 1.299 -0.699 0.542 -0.14
H 1.278 -1.007 1.649 0.08
C -0.850 0.226 0.665 -0.38
H -1.813 -1.791 0.489 0.08
H -1.069 -1.303 -0.988 0.00
N 0.529 0.518 0.237 -0.29
H -2.604 -0.451 -0.625 0.08
H -0.894 2.177 2.588 0.01
C -0.650 -0.440 2.816 -0.61
O -0.280 0.423 3.526 0.02
O -0.779 -1.643 2.825 -0.04
H 1.502 1.792 -1.008 0.08
H -0.142 1.837 -1.051 -0.01
O -3.203 1.526 1.405 -0.45
C -1.605 -0.858 -0.201 -0.13
H 0.483 0.377 -1.835 0.07
P -1.830 1.813 0.800 0.32
H 0.888 -1.648 -0.047 0.09
O -2.001 2.627 -0.513 -0.47
C 0.609 1.149 -1.068 -0.12
O -0.931 2.812 1.827 -0.25
```